Entry from the OMol25 dataset: a molecular structure, C2H5N4O2 in a non-equilibrium geometry (ωB97M-V with the def2-TZVPD basis set).

Properties
**HOMO-LUMO gap**: 8.17 eV
**Molar mass**: 117.09 u
**Multiplicity**: 1
**LUMO energy**: 4.20 eV
**Total charge**: -1
**Electronic energy**: -12205.0828 eV

Positions of all 13 atoms, in Å:
O1 -0.9106 2.8286 -1.1229
H1 -1.0702 0.1826 1.7110
N1 -0.8678 0.7509 -0.9395
N2 1.2553 -1.3262 -1.6335
H2 2.0858 -1.2368 -2.1527
C1 -0.2138 -0.7727 -0.0944
O2 0.1956 2.1354 0.5680
H3 0.5707 -0.0669 1.9124
N3 1.0537 -0.5996 -0.6405
C2 -0.3391 -0.5880 1.3954
N4 -0.5062 1.8494 -0.4376
H4 -0.4033 -1.6194 1.8575
H5 -0.8502 -1.5374 -0.4232